# 1
Entry from OMol25: a structure of composition C5H14NO2 at a distorted geometry (ωB97M-V/def2-TZVPD).

Geometry as XYZ:
```
22
Properties=species:S:1:pos:R:3:mulliken_charge:R:1
C 3.222 0.691 -0.834 -1.253
C 2.026 0.728 0.078 -0.002
N 1.236 -0.460 -0.125 -0.588
C -0.846 0.102 -1.453 -1.298
C -0.453 -0.244 0.027 0.149
C -1.332 0.427 1.094 -0.535
O -2.675 0.011 1.067 -0.515
H 2.819 0.512 -1.837 0.281
H 3.832 1.596 -0.932 0.361
H 3.823 -0.138 -0.468 0.275
H 2.353 1.021 1.117 0.308
H 1.449 1.667 -0.090 0.250
H -0.830 -1.278 -0.074 0.123
H -0.306 0.939 -1.843 0.339
H -1.925 0.359 -1.537 0.357
H -0.645 -0.793 -2.031 0.339
H 0.574 -0.464 0.823 0.348
H -1.351 1.515 1.053 0.259
H -1.021 0.104 2.118 0.356
H -3.512 -3.013 1.094 0.157
H -2.824 -1.054 1.102 0.346
O -3.616 -2.230 1.652 -1.056
```

As for the energy relative to the best compared isomer or geometry (same formula, charge and spin): 101.8 kcal/mol. For the LUMO energy, the calculation gives 3.444 eV. The total charge is -1. The value obtained for the maximum force is 5.8 eV/A.



# 2
Entry from OMol25: a structure of composition C15H19F4N4Pt (ωB97M-V/def2-TZVPD).

Geometry as XYZ:
```
43
Properties=species:S:1:pos:R:3:mulliken_charge:R:1
Pt -0.028 -0.125 0.002 0.384
C 1.778 -2.198 -1.613 -1.175
N 1.349 -0.803 -1.702 0.018
C 0.722 -0.551 -3.008 -1.045
C 2.475 0.107 -1.449 -0.904
C 2.004 1.545 -1.288 -0.560
N 0.722 1.579 -0.587 0.080
C 0.127 2.811 -0.361 0.069
C -1.273 2.922 -0.382 0.324
F -2.026 1.849 -0.664 -0.364
C -1.912 4.127 -0.159 0.084
F -3.242 4.160 -0.206 -0.284
C -1.198 5.281 0.098 -0.375
C 0.179 5.193 0.126 0.041
F 0.911 6.273 0.387 -0.279
C 0.834 3.995 -0.097 0.599
F 2.168 3.986 0.001 -0.310
H 2.517 -2.434 -2.386 0.426
H 0.915 -2.848 -1.753 0.383
H 2.231 -2.375 -0.637 0.345
H 1.432 -0.756 -3.817 0.370
H 0.390 0.481 -3.073 0.299
H -0.146 -1.198 -3.121 0.357
H 3.213 0.048 -2.258 0.338
H 2.956 -0.225 -0.528 0.462
H 1.890 2.052 -2.252 0.454
H 2.771 2.090 -0.737 0.415
H -1.700 6.220 0.273 0.502
C -0.448 -5.048 2.476 -1.261
C -0.849 -3.660 2.121 0.886
C -1.808 -2.823 2.655 -1.105
C -1.767 -1.647 1.901 0.805
N -0.834 -1.759 0.948 -0.446
N -0.273 -2.981 1.114 0.171
C -2.584 -0.413 2.051 -1.254
H -1.059 -5.408 3.299 0.338
H 0.597 -5.087 2.785 0.328
H -0.582 -5.725 1.632 0.340
H -2.462 -3.040 3.479 0.394
H 0.398 -3.320 0.446 0.198
H -3.578 -0.665 2.413 0.385
H -2.685 0.106 1.097 0.304
H -2.128 0.268 2.771 0.267
```

As for the energy relative to the best compared isomer or geometry (same formula, charge and spin): 2.0 kcal/mol. As for the multiplicity: 3. For the LUMO energy (spin up / spin down), the calculation gives -2.184 / -4.934 eV. The total charge is +1. The value obtained for the maximum force is 0.3 eV/A. Its expectation value of S² is 2.02.



# 3
Entry from OMol25: a cluster of 2 separate species, CH2N2O3 in total at a distorted geometry (ωB97M-V/def2-TZVPD).

Geometry as XYZ:
```
8
Properties=species:S:1:pos:R:3:mulliken_charge:R:1
N 1.457 -0.392 -0.773 -0.327
C 0.476 -0.963 -0.448 0.462
O -0.684 -1.032 -0.304 -0.445
H 2.438 -0.617 -0.996 0.286
O -1.221 2.563 1.995 -0.264
N -1.599 2.013 1.034 0.290
O -2.237 0.749 1.423 -0.414
H -2.196 0.067 0.692 0.413
```

As for the energy relative to the best compared isomer or geometry (same formula, charge and spin): 29.6 kcal/mol. For the LUMO energy, the calculation gives 0.248 eV. The SMILES is N=C=O.O=NO. The value obtained for the maximum force is 4.4 eV/A.



# 4
Entry from OMol25: a cluster of 2 separate species, C21H35FNO3 in total at a distorted geometry (ωB97M-V/def2-TZVPD).

Geometry as XYZ:
```
61
Properties=species:S:1:pos:R:3:mulliken_charge:R:1
C -2.909 1.720 0.828 -0.115
C -3.527 0.252 0.625 0.494
O -3.944 -0.318 1.669 -0.533
O -3.659 -0.397 -0.639 -0.368
C -2.383 -0.492 -1.324 0.778
C -2.472 -1.094 -2.807 -0.773
C -2.031 -0.092 -3.976 -0.817
C -0.449 0.004 -4.241 0.075
C 0.090 1.518 -4.453 -1.154
C 0.129 2.386 -3.105 0.383
C 1.602 2.434 -2.407 -0.852
C 1.520 2.243 -0.790 -0.256
N 2.130 0.901 -0.485 0.118
C 2.616 0.733 0.923 -0.562
C 3.067 -0.758 1.312 -0.311
C 2.964 -1.852 0.134 0.271
O 2.501 -3.094 0.771 -0.568
C 1.896 -1.521 -1.024 -1.306
C 1.083 -0.181 -0.695 1.691
H -3.505 2.425 0.156 0.305
H -2.891 2.046 1.923 0.316
H -1.825 1.731 0.434 -0.336
H -1.663 -1.124 -0.688 0.089
H -1.913 0.550 -1.402 -0.323
H -1.923 -2.094 -2.812 0.301
H -3.589 -1.328 -2.990 0.348
H -2.514 -0.500 -4.943 0.361
H -2.500 0.954 -3.836 0.355
H -0.254 -0.535 -5.245 0.437
H 0.184 -0.582 -3.472 -0.126
H 1.183 1.418 -4.809 0.364
H -0.476 2.022 -5.317 0.323
H -0.232 3.465 -3.296 0.475
H -0.578 1.964 -2.307 -0.455
H 2.243 1.629 -2.906 0.331
H 2.058 3.454 -2.638 0.381
H 2.106 3.068 -0.268 0.471
H 0.428 2.226 -0.437 -0.061
H 2.913 0.643 -1.114 0.491
H 1.723 0.993 1.609 0.316
H 3.420 1.523 1.168 0.414
H 2.454 -1.121 2.203 -0.006
H 4.162 -0.694 1.670 0.332
H 4.019 -2.069 -0.256 0.349
H 1.520 -3.090 0.717 0.334
H 2.511 -1.334 -1.987 0.346
H 1.169 -2.362 -1.267 0.387
H 0.294 0.107 -1.461 -1.293
H 0.523 -0.348 0.302 -0.429
F 1.975 -0.900 4.559 -0.262
C 0.690 -1.092 4.906 0.268
C 0.353 -1.224 6.243 -0.453
C -0.980 -1.418 6.593 -0.475
C -1.957 -1.488 5.601 -0.598
C -1.604 -1.359 4.262 -0.440
C -0.274 -1.155 3.913 0.143
H 1.127 -1.175 6.999 0.424
H -1.258 -1.515 7.637 0.380
H -2.995 -1.643 5.875 0.402
H -2.363 -1.417 3.489 0.343
H 0.018 -1.043 2.874 0.276
```

For the LUMO energy, the calculation gives -2.640 eV. The total charge is +1. The value obtained for the maximum force is 5.0 eV/A.



# 5
Entry from OMol25: a cluster of 2 separate species, C4H7N4 in total at a distorted geometry (ωB97M-V/def2-TZVPD).

Geometry as XYZ:
```
15
Properties=species:S:1:pos:R:3:mulliken_charge:R:1
C 1.608 1.073 -1.363 -0.213
C 1.623 -1.542 2.417 -0.252
C 1.037 -0.893 1.608 -0.232
C -1.091 -0.185 0.894 0.127
N 0.551 0.983 -1.844 0.312
N -0.629 0.813 -2.187 -0.759
N -1.939 0.449 0.112 -0.376
N 0.231 -0.356 0.669 -0.019
H 2.472 1.487 -0.933 0.526
H 2.375 -2.094 2.823 0.454
H -1.517 -0.793 1.672 0.396
H -0.961 0.330 -2.938 0.234
H -2.972 0.301 0.230 0.293
H -1.482 0.601 -1.005 0.338
H 0.697 -0.175 -0.155 0.172
```

As for the energy relative to the best compared isomer or geometry (same formula, charge and spin): 138.2 kcal/mol. For the LUMO energy, the calculation gives -3.664 eV. The total charge is +1. The value obtained for the maximum force is 4.3 eV/A.